No. 1
Here is an isolated ion of composition C7H17N4 and charge +1 at a distorted geometry from OMol25. Energies are from ωB97M-V/def2-TZVPD.

The geometry in XYZ format:
```
28
Properties=species:S:1:pos:R:3:forces:R:3
C 0.810 -1.524 -0.851 -1.0 1.2 -0.6
C 0.852 -0.364 2.552 1.1 1.3 1.1
C -0.712 0.352 -1.490 -2.1 -1.1 -0.4
C 1.117 -0.880 0.427 3.9 -2.3 -2.1
C -0.825 -0.145 0.912 -6.4 -0.1 -1.2
C 1.621 0.226 -2.331 -2.3 1.4 -2.3
C -2.135 1.766 0.113 -1.3 -2.9 2.1
N 1.267 -1.476 1.643 0.9 3.8 0.6
N -0.517 0.049 2.193 0.4 -0.2 3.2
N 0.450 -0.382 -1.754 -1.0 -1.0 1.5
N -0.891 1.007 -0.058 2.1 -1.2 0.6
H 1.610 -1.974 -1.370 1.6 -0.5 -0.4
H 0.129 -2.370 -0.854 -1.0 0.2 0.3
H 0.877 -0.574 3.661 0.1 -0.1 -1.4
H 1.476 0.617 2.397 -0.3 -2.4 0.1
H -0.906 1.207 -2.142 0.5 -0.2 -0.2
H -1.667 -0.334 -1.589 1.8 1.3 0.5
H 1.635 0.011 0.287 0.9 1.6 0.1
H -1.741 -0.697 0.647 0.5 -0.2 0.5
H 2.492 0.424 -1.670 -0.7 0.2 -0.6
H 1.791 -0.415 -3.193 1.3 -0.2 0.2
H 1.065 1.074 -2.896 2.1 -0.3 1.1
H -2.509 2.219 -0.737 -0.2 0.9 -2.0
H -2.873 0.932 0.411 0.7 1.6 -0.4
H -2.072 2.467 0.915 0.2 0.3 0.5
H 0.801 -2.316 1.646 -1.4 -2.4 1.0
H -1.093 -0.416 2.918 -0.3 0.5 -1.3
H -0.053 1.514 0.212 0.1 0.8 -0.6
```
Positions in Å, forces in eV/Å.

Spin multiplicity = 3
HOMO level (alpha / beta) = -0.316 / -0.471 hartree
LUMO energy (alpha / beta) = -0.093 / -0.193 hartree
Charge = +1

Löwdin atomic charge list, values in e, 2 entries:
1. C -0.121
2. C -0.149

***

No. 2
Here is a single C20H26N4O2S molecule at a distorted geometry from OMol25. Energies are from ωB97M-V/def2-TZVPD.

The geometry in XYZ format:
```
53
Properties=species:S:1:pos:R:3:forces:R:3
C -2.566 1.930 -3.043 -0.1 -0.1 -0.3
N -2.365 1.268 -1.769 0.0 0.3 -0.2
C -2.052 2.139 -0.658 0.3 -0.1 0.4
C -0.558 2.183 -0.286 -0.3 0.1 -0.1
C 0.277 2.704 -1.420 0.2 -0.3 0.1
C 1.200 1.896 -2.077 0.0 0.1 0.0
C 1.929 2.432 -3.126 0.0 0.1 0.0
C 1.716 3.755 -3.482 0.0 -0.1 0.0
C 0.777 4.478 -2.762 0.2 0.1 -0.3
N 0.079 3.972 -1.763 -0.3 0.1 0.3
C -2.541 -0.077 -1.717 -0.1 -0.1 0.4
O -2.895 -0.711 -2.695 0.0 -0.4 -0.2
C -2.219 -0.801 -0.420 0.1 -0.1 -0.3
C -0.903 -1.554 -0.645 0.0 -0.1 0.2
C -0.330 -2.268 0.581 -0.3 0.2 0.0
C -1.173 -3.441 1.082 0.4 -0.1 -0.1
C -0.434 -4.135 2.226 -0.2 0.2 0.1
C -0.081 -3.138 3.331 0.1 -0.5 0.2
N 0.649 -2.010 2.784 -0.2 0.0 0.2
C 1.944 -1.838 3.115 -0.1 -0.1 0.2
O 2.497 -2.541 3.952 0.2 0.0 0.1
C 2.730 -0.734 2.491 0.9 0.2 0.4
C 3.926 -0.360 3.044 -0.1 0.1 -0.1
S 4.658 0.895 2.143 -0.6 -0.3 -0.1
C 3.301 0.830 1.064 0.8 0.4 0.2
N 2.408 -0.039 1.364 -0.4 -0.1 -0.4
C -0.091 -1.316 1.760 0.0 0.2 -0.5
H -1.683 2.510 -3.311 0.0 0.0 0.0
H -3.431 2.596 -2.996 0.0 0.0 0.0
H -2.744 1.165 -3.796 0.0 0.1 0.0
H -2.634 1.853 0.223 0.0 0.1 -0.1
H -2.353 3.150 -0.943 0.0 -0.1 0.1
H -0.455 2.861 0.563 0.1 0.0 0.1
H -0.204 1.197 0.006 0.0 -0.1 0.1
H 1.344 0.871 -1.772 0.0 -0.1 0.1
H 2.651 1.828 -3.656 0.0 0.0 0.0
H 2.262 4.211 -4.292 0.0 0.1 -0.1
H 0.570 5.515 -2.994 0.1 0.1 -0.1
H -2.142 -0.128 0.428 0.0 0.0 0.1
H -3.021 -1.518 -0.239 0.0 0.1 0.0
H -1.064 -2.283 -1.441 0.0 0.1 -0.1
H -0.151 -0.846 -1.003 0.1 0.0 -0.1
H 0.650 -2.662 0.284 0.0 0.0 0.0
H -1.357 -4.149 0.273 -0.1 0.0 0.0
H -2.139 -3.077 1.439 -0.1 0.0 0.0
H -1.045 -4.934 2.647 0.0 -0.1 0.0
H 0.488 -4.579 1.845 0.0 -0.1 0.0
H 0.547 -3.606 4.091 -0.2 0.1 -0.1
H -0.996 -2.762 3.802 0.0 0.0 0.0
H 4.384 -0.769 3.921 0.1 -0.1 0.2
H 3.232 1.482 0.216 0.0 0.2 -0.3
H 0.461 -0.437 1.439 -0.3 -0.2 0.1
H -1.050 -1.009 2.195 0.0 0.0 0.0
```
Positions in Å, forces in eV/Å.

Spin multiplicity = 1
HOMO level = -0.332 hartree
LUMO energy = 0.018 hartree
SMILES = CN(CCc1ccccn1)C(=O)CC[C@@H]1CCCN(C(=O)c2cscn2)C1

Löwdin atomic charge list, values in e, 2 entries:
1. C -0.024
2. N -0.091

***

No. 3
Here is C19H15N5O3RuS as an isolated structure at a distorted geometry from OMol25. Energies are from ωB97M-V/def2-TZVPD.

The geometry in XYZ format:
```
44
Properties=species:S:1:pos:R:3:forces:R:3
Ru -0.318 -0.633 -0.548 0.4 -0.5 0.3
N 1.702 -3.744 1.417 0.3 -0.7 0.2
C 1.249 -2.459 1.205 0.0 0.9 0.2
S -0.498 -2.275 1.262 -0.2 0.2 -0.3
N 2.121 -1.514 1.099 0.8 -1.1 0.1
N 1.671 -0.280 0.794 -1.7 -0.5 -0.4
C 2.515 0.705 0.958 0.6 0.8 0.1
C 2.252 2.056 0.632 -0.1 -1.3 0.1
C 3.268 3.022 0.833 0.2 0.6 -0.1
C 3.082 4.350 0.550 0.4 -0.3 0.2
C 1.862 4.801 0.053 -0.3 0.5 -0.2
C 0.851 3.880 -0.178 -0.1 -0.4 0.1
C 1.027 2.538 0.097 0.7 1.3 0.1
O -0.034 1.681 -0.153 -1.0 -0.6 -0.8
H 1.041 -4.458 1.148 0.1 0.1 0.0
H 2.650 -3.895 1.101 -0.1 0.0 0.0
H 3.499 0.469 1.373 -0.1 0.0 0.0
H 4.222 2.680 1.214 0.1 -0.1 0.0
H 3.884 5.056 0.714 0.1 0.0 0.0
H 1.695 5.848 -0.150 0.0 0.1 -0.1
H -0.097 4.203 -0.582 -0.1 0.1 0.0
C 3.557 -0.546 -3.091 0.0 0.8 -0.3
C 3.520 0.693 -3.752 0.2 -0.9 0.3
C 2.433 1.512 -3.566 -0.5 0.2 0.4
C 1.395 1.114 -2.705 1.4 -1.1 0.1
N 1.493 -0.052 -2.014 -0.7 1.2 -0.8
C 2.528 -0.847 -2.222 0.3 -0.3 0.1
C 0.143 1.843 -2.602 -1.4 0.4 0.5
C -0.425 2.422 -3.745 0.4 -0.4 0.4
C -1.705 2.932 -3.741 -0.6 0.1 0.1
C -2.496 2.837 -2.597 0.4 -0.1 -0.1
C -1.941 2.343 -1.429 0.1 -0.1 0.1
C -0.626 1.886 -1.403 0.4 0.9 -0.6
H 4.371 -1.240 -3.232 0.1 0.0 0.0
H 4.336 0.994 -4.395 0.0 0.0 0.0
H 2.378 2.478 -4.047 0.0 0.0 0.0
H 2.533 -1.770 -1.654 0.0 0.0 0.1
H 0.149 2.425 -4.661 0.0 -0.1 -0.1
H -2.116 3.369 -4.640 0.0 0.0 -0.1
H -3.521 3.180 -2.606 0.0 0.0 0.0
H -2.508 2.331 -0.506 0.1 0.0 0.0
O -0.431 -2.270 -2.316 -0.5 0.6 0.1
N -1.534 -1.898 -2.774 0.0 -0.5 -0.5
O -2.061 -0.924 -2.194 0.6 0.1 0.4
```
Positions in Å, forces in eV/Å.

Spin multiplicity = 6
HOMO level (alpha / beta) = -0.050 / -0.147 hartree
LUMO energy (alpha / beta) = 0.095 / 0.089 hartree
Charge = -1

Löwdin atomic charge list, values in e, 2 entries:
1. Ru 1.079
2. N 0.010

***

No. 4
Here is a single C5H8O2 molecule at a distorted geometry from OMol25. Energies are from ωB97M-V/def2-TZVPD.

The geometry in XYZ format:
```
15
Properties=species:S:1:pos:R:3:forces:R:3
C 1.459 1.166 1.028 0.0 0.0 0.3
C 0.129 1.010 0.360 0.0 0.7 -0.5
C -0.293 -0.447 0.459 -0.3 -1.0 -0.1
C -1.215 -0.584 -0.691 -0.3 1.2 0.7
O -2.054 0.251 -0.972 0.0 -0.9 -0.1
C -0.933 -1.696 -1.614 -0.1 -1.0 -0.3
O -0.092 -2.529 -1.378 -0.5 0.2 -0.6
H 1.307 0.783 2.035 0.5 0.2 0.4
H 1.806 2.195 1.028 0.2 0.0 0.2
H 2.194 0.521 0.527 -0.1 0.3 0.2
H 0.213 1.345 -0.710 0.0 -0.7 0.7
H -0.675 1.651 0.722 0.2 0.1 0.4
H 0.556 -1.134 0.319 -0.2 0.4 -0.2
H -0.790 -0.910 1.355 0.3 1.3 -0.3
H -1.612 -1.623 -2.470 0.1 -0.6 -0.7
```
Positions in Å, forces in eV/Å.

Spin multiplicity = 1
HOMO level = -0.363 hartree
LUMO energy = -0.026 hartree
SMILES = CCCC(=O)C=O

Löwdin atomic charge list, values in e, 2 entries:
1. C -0.115
2. C -0.270

***

Values for E_tot, eV, ordered as above
-13481.317 -42053.786 -46953.203 -9408.405
Values for relative energy (zero: lowest compared OMol25 entry of this formula, charge and spin), kcal per mole, ordered as above
4.63 19.27 24.65 32.92